1.
Here is C21H23N9O4STi as an isolated structure in a non-equilibrium geometry from the Open Molecules 2025 dataset. Energies are from ωB97M-V with the def2-TZVPD basis set.

Expectation value of S²: 0.755
Gap between HOMO and LUMO (alpha / beta) (eV): 5.9 / 5.9
Net charge: +1
2S+1: 2
E_tot (a.u.): -2855.355025
LUMO level (alpha / beta) (eV): -3.4 / -3.3

The geometry in XYZ format:
```
59
C21H23N9O4STi | the Open Molecules 2025 dataset | ωB97M-V with the def2-TZVPD basis set
Ti 0.57 0.45 -0.52
O -1.14 -2.07 -2.79
C -1.36 -1.60 -1.65
N -1.44 -0.24 -1.39
C -2.56 0.16 -0.69
C -3.90 -0.24 -0.98
C -4.95 0.09 -0.13
C -4.71 0.92 0.99
C -3.41 1.33 1.26
C -2.31 1.03 0.41
N -1.00 1.33 0.67
C -0.56 2.44 1.38
O -0.81 2.69 2.57
C 0.42 3.20 0.54
C 1.12 4.34 0.98
C 1.96 5.02 0.09
C 2.22 4.40 -1.13
C 1.62 3.18 -1.43
N 0.71 2.59 -0.64
C -1.48 -2.47 -0.40
C -2.16 -3.69 -0.46
C -2.39 -4.37 0.72
C -1.82 -3.88 1.90
C -1.11 -2.68 1.84
N -0.95 -1.95 0.73
H -4.09 -0.87 -1.85
H -5.96 -0.25 -0.37
H -5.52 1.17 1.69
H -3.20 1.85 2.18
H 1.00 4.64 2.02
H 2.38 6.01 0.35
H 2.92 4.83 -1.85
H 1.89 2.67 -2.34
H -2.49 -4.02 -1.46
H -2.96 -5.30 0.70
H -1.91 -4.42 2.84
H -0.74 -2.24 2.78
N 1.21 0.06 1.48
N 2.14 0.96 2.02
C 3.27 1.20 1.34
N 4.25 1.83 2.01
S 3.41 0.69 -0.25
H 0.33 0.09 2.03
H 1.55 -0.92 1.50
H 1.88 1.45 2.88
H 4.21 1.97 3.01
H 5.12 2.10 1.57
C 2.33 -3.87 -1.09
O 2.55 -2.93 -2.23
C 1.95 -1.78 -1.95
O 1.39 -1.54 -0.82
N 1.85 -0.84 -2.92
N 0.83 0.10 -2.68
H 2.94 -4.77 -1.22
H 1.25 -4.12 -1.08
H 2.60 -3.36 -0.16
H 2.21 -0.98 -3.87
H -0.08 -0.35 -2.88
H 0.93 0.96 -3.24
```

2.
Here is one molecule with the formula C21H23NO4 from the Open Molecules 2025 dataset. Energies are from ωB97M-V with the def2-TZVPD basis set.

Gap between HOMO and LUMO (eV): 9.3
Net charge: 0
E_tot (a.u.): -1169.779601
LUMO level (eV): 0.7

The geometry in XYZ format:
```
49
C21H23NO4 | the Open Molecules 2025 dataset | ωB97M-V with the def2-TZVPD basis set
C 3.78 -6.75 -1.48
C 2.85 -6.26 -0.39
H 2.02 -6.95 -0.23
H 3.37 -6.13 0.56
O 2.32 -4.99 -0.79
C 1.67 -4.29 0.14
O 1.49 -4.67 1.27
C 1.23 -2.94 -0.41
C 0.02 -2.41 0.36
H -0.83 -3.07 0.22
H 0.26 -2.39 1.42
C -0.33 -1.00 -0.12
N 0.81 -0.13 0.00
C 0.92 0.93 0.84
O 1.96 1.54 1.00
C -0.33 1.34 1.56
C -0.39 1.27 2.95
C -1.50 1.74 3.63
C -2.55 2.30 2.93
C -2.50 2.40 1.55
C -1.39 1.92 0.86
O -1.32 1.92 -0.51
C -1.79 2.99 -1.22
C -2.26 2.74 -2.51
C -2.69 3.79 -3.30
C -2.66 5.08 -2.82
C -2.18 5.33 -1.55
C -1.74 4.30 -0.74
H -1.35 4.49 0.24
H -2.15 6.35 -1.17
H -3.01 5.90 -3.44
H -3.06 3.58 -4.30
H -2.27 1.72 -2.87
H -3.32 2.83 1.00
H -3.42 2.67 3.45
H -1.54 1.68 4.71
H 0.45 0.84 3.48
C 1.97 -0.57 -0.74
C 2.40 -1.96 -0.27
H 2.70 -1.91 0.78
H 3.26 -2.30 -0.85
H 1.73 -0.60 -1.80
H 2.77 0.16 -0.57
H -0.64 -1.03 -1.17
H -1.16 -0.60 0.47
H 1.00 -3.06 -1.47
H 4.19 -7.72 -1.19
H 3.25 -6.85 -2.42
H 4.60 -6.05 -1.62
```

Question: Among the records above, which one has the highest E_tot?
Answer: C21H23NO4

Question: What is the formula in the first record?
Answer: C21H23N9O4STi

Question: Look up the net charge of the first one.
Answer: +1